C83H61NO29 | wB97M-V/def2-TZVPD

Calculated values
Kohn-Sham gap ... 0.30105 Eh
Calculated total energy ... -5435.58465 a.u.

Cartesian coordinates (Å):
1 O 1.0510 3.8404 -3.4419
2 C 1.6127 2.7633 -3.2302
3 C 2.9663 2.3218 -3.6758
4 C 3.5291 2.0355 -2.2703
5 C 2.2920 1.4279 -1.5030
6 C 2.3507 -0.0550 -1.1543
7 O 2.2036 -0.2785 0.2437
8 O 3.4733 -0.5925 0.8635
9 N 1.0953 1.7256 -2.3587
10 H 2.8603 1.3772 -4.2134
11 H 3.4966 3.0857 -4.2378
12 H 3.7526 2.9902 -1.7970
13 H 4.3873 1.3704 -2.3307
14 H 2.1682 2.0074 -0.5873
15 H 3.2850 -0.5014 -1.5026
16 H 1.5176 -0.5840 -1.6234
17 H 3.7251 -1.4535 0.4896
18 H 0.9714 0.9459 -3.0050
19 C -1.4199 5.6504 1.1299
20 C -2.6250 5.2238 0.7683
21 C -2.8792 4.7386 -0.6109
22 O -3.9641 4.3300 -0.9496
23 C -1.7544 4.7597 -1.5637
24 C -0.5485 5.1771 -1.2108
25 C -0.2797 5.6565 0.1711
26 O 0.8160 6.0427 0.5121
27 H -1.2057 6.0087 2.1292
28 H -3.4680 5.2029 1.4474
29 H -1.9695 4.4039 -2.5638
30 H 0.2697 5.1807 -1.9104
31 C 5.1055 -2.8325 4.3101
32 C 4.7243 -3.2979 3.1237
33 C 5.6963 -3.4640 2.0158
34 O 5.3405 -3.8677 0.9273
35 C 7.1112 -3.1024 2.2811
36 C 7.4946 -2.6386 3.4666
37 C 6.5223 -2.4638 4.5754
38 O 6.8644 -2.0400 5.6571
39 H 4.4157 -2.6968 5.1336
40 H 3.6993 -3.5706 2.9063
41 H 7.7993 -3.2368 1.4564
42 H 8.5196 -2.3672 3.6839
43 C 2.0539 4.2342 3.1824
44 C 1.7162 4.0024 4.4474
45 C 1.7670 2.6315 5.0211
46 O 1.4558 2.4310 6.1765
47 C 2.2089 1.5270 4.1347
48 C 2.5480 1.7578 2.8702
49 C 2.4956 3.1261 2.2982
50 O 2.8018 3.3291 1.1431
51 H 2.0281 5.2208 2.7356
52 H 1.3914 4.7875 5.1183
53 H 2.2381 0.5388 4.5766
54 H 2.8765 0.9980 2.1774
55 C 6.9243 -5.9858 9.9024
56 C 7.1168 -6.1735 8.5990
57 C 6.6257 -5.1806 7.6044
58 O 6.7907 -5.3488 6.4134
59 C 5.9233 -3.9809 8.1200
60 C 5.7318 -3.7982 9.4237
61 C 6.2169 -4.7849 10.4166
62 O 6.0405 -4.6161 11.6058
63 H 7.2681 -6.6918 10.6489
64 H 7.6253 -7.0456 8.2031
65 H 5.5817 -3.2660 7.3841
66 H 5.2166 -2.9275 9.8012
67 C 2.7772 -0.7348 12.4395
68 C 3.5430 -1.2014 11.4577
69 C 3.3104 -0.7918 10.0475
70 O 4.0027 -1.2134 9.1413
71 C 2.1985 0.1521 9.7743
72 C 1.4351 0.6167 10.7594
73 C 1.6631 0.2122 12.1693
74 O 0.9699 0.6353 13.0684
75 H 2.9227 -1.0163 13.4746
76 H 4.3573 -1.8922 11.6420
77 H 2.0498 0.4330 8.7407
78 H 0.6180 1.3055 10.5862
79 C -1.6023 1.7255 -4.7907
80 C -2.8900 1.5931 -5.1178
81 C -3.2895 1.2390 -6.5099
82 O -4.4569 1.1237 -6.8257
83 C -2.2161 1.0422 -7.5114
84 C -0.9365 1.1742 -7.1880
85 C -0.5370 1.5207 -5.8095
86 O 0.6430 1.6641 -5.5289
87 H -1.2741 1.9910 -3.7918
88 H -3.6925 1.7418 -4.4057
89 H -2.5408 0.7970 -8.5123
90 H -0.1358 1.0476 -7.9030
91 C -9.7788 0.4070 -4.2394
92 C -10.1133 0.0449 -5.4738
93 C -9.0879 -0.0444 -6.5465
94 O -9.3891 -0.3686 -7.6750
95 C -7.6828 0.2818 -6.1881
96 C -7.3550 0.6420 -4.9522
97 C -8.3769 0.7329 -3.8782
98 O -8.0785 1.0612 -2.7460
99 H -10.5045 0.4797 -3.4379
100 H -11.1355 -0.1956 -5.7426
101 H -6.9498 0.2137 -6.9816
102 H -6.3383 0.8862 -4.6747
103 C 6.5403 -10.8335 8.0485
104 C 6.4178 -11.8826 8.8576
105 C 7.4599 -12.2069 9.8632
106 O 7.3540 -13.1584 10.6045
107 C 8.6497 -11.3141 9.9328
108 C 8.7770 -10.2703 9.1187
109 C 7.7311 -9.9563 8.1148
110 O 7.8495 -9.0098 7.3592
111 H 5.7969 -10.5749 7.3107
112 H 5.5626 -12.5452 8.8249
113 H 9.3951 -11.5710 10.6746
114 H 9.6356 -9.6109 9.1425
115 C -7.7323 4.7289 -1.2140
116 C -6.8894 4.4172 -2.1981
117 C -7.2075 4.7442 -3.6121
118 O -6.4465 4.4616 -4.5148
119 C -8.4969 5.4313 -3.8868
120 C -9.3363 5.7410 -2.9015
121 C -9.0189 5.4144 -1.4857
122 O -9.7876 5.7013 -0.5925
123 H -7.5226 4.4999 -0.1772
124 H -5.9456 3.9222 -2.0209
125 H -8.7045 5.6594 -4.9247
126 H -10.2811 6.2409 -3.0742
127 C 4.6197 -10.6783 3.0501
128 C 4.6917 -9.9638 1.9310
129 C 5.7686 -8.9580 1.7259
130 O 5.8299 -8.3073 0.7068
131 C 6.7598 -8.7818 2.8182
132 C 6.6898 -9.4974 3.9371
133 C 5.6157 -10.5018 4.1354
134 O 5.5536 -11.1516 5.1591
135 H 3.8465 -11.4153 3.2253
136 H 3.9813 -10.0726 1.1217
137 H 7.5297 -8.0403 2.6483
138 H 7.3924 -9.3803 4.7533
139 C 2.0869 5.3122 -6.0373
140 C 2.7198 4.4693 -6.8513
141 C 3.3501 4.9323 -8.1125
142 O 3.9227 4.1632 -8.8540
143 C 3.2494 6.3792 -8.4389
144 C 2.6152 7.2251 -7.6322
145 C 1.9835 6.7576 -6.3693
146 O 1.4022 7.5317 -5.6404
147 H 1.6179 4.9876 -5.1150
148 H 2.7993 3.4092 -6.6404
149 H 3.7176 6.6925 -9.3635
150 H 2.5258 8.2824 -7.8482
151 C -14.8546 2.4662 -4.8203
152 C -14.1604 1.5014 -5.4166
153 C -13.8344 0.2399 -4.7063
154 O -13.1962 -0.6379 -5.2500
155 C -14.3091 0.0911 -3.3083
156 C -15.0031 1.0556 -2.7112
157 C -15.3329 2.3202 -3.4203
158 O -15.9671 3.1971 -2.8788
159 H -15.1062 3.3958 -5.3146
160 H -13.8012 1.5824 -6.4348
161 H -14.0564 -0.8390 -2.8153
162 H -15.3606 0.9736 -1.6929
163 C -1.3273 5.1893 -9.4035
164 C -1.6973 6.3481 -9.9403
165 C -2.4906 6.3956 -11.1968
166 O -2.8254 7.4491 -11.6891
167 C -2.8562 5.0992 -11.8269
168 C -2.4863 3.9413 -11.2882
169 C -1.6931 3.8976 -10.0358
170 O -1.3538 2.8434 -9.5377
171 H -0.7492 5.1270 -8.4895
172 H -1.4452 7.3036 -9.4985
173 H -3.4345 5.1603 -12.7398
174 H -2.7396 2.9850 -11.7278